Entry 1:
13
Properties=species:S:1:pos:R:3:lowdin_charge:R:1 method="wB97M-V/def2-TZVPD" homo_ev=-9.192 e_above_lowest_kj_mol=262.9 multiplicity=1 charge=0
C 2.219 0.080 -0.335 -0.04
H -1.604 0.015 -1.465 0.08
H -2.816 0.830 -0.450 0.08
H 2.668 0.143 -1.326 0.09
H -2.771 -0.942 -0.526 0.08
O 0.804 0.046 -0.553 0.00
N -1.234 -0.063 0.595 -0.02
H 2.488 0.952 0.265 0.10
C -2.151 -0.039 -0.517 -0.10
H -0.747 -0.104 1.856 0.23
C 0.065 -0.024 0.538 -0.62
H 2.546 -0.828 0.177 0.10
O 0.533 -0.065 1.740 0.01



Entry 2:
37
Properties=species:S:1:pos:R:3:lowdin_charge:R:1 method="wB97M-V/def2-TZVPD" smiles=CC(C)N1[C@@H](N(C)C)[N@@+]1(C)C(C)C homo_ev=-12.693 e_above_lowest_kj_mol=563.1 multiplicity=1 charge=+1
H 1.986 2.223 -1.535 0.05
H 0.327 0.581 2.329 0.13
H -2.225 3.155 0.080 0.11
H 1.835 -1.306 -2.206 0.09
N -0.360 -0.594 0.452 -0.02
C 0.113 -2.981 0.623 0.01
H -0.227 2.437 2.744 0.10
H 1.178 2.161 1.707 0.08
N -0.040 -0.092 -0.833 -0.11
C -1.000 0.639 0.189 -0.21
H 1.817 0.735 0.008 0.15
C 0.196 1.717 1.964 -0.09
C -0.977 -1.891 0.845 -0.32
H 0.249 -3.574 1.446 0.06
N -0.885 1.759 0.999 -0.18
H -0.184 -3.543 -0.169 0.05
H -2.086 -2.689 2.490 0.10
H 1.863 1.211 -2.905 0.09
H 0.988 -2.503 0.407 0.04
H -0.775 -1.816 2.963 0.02
H -2.195 -0.739 2.318 0.14
C 1.434 1.504 -1.954 -0.03
H -0.421 -1.967 -2.094 0.14
C 1.350 0.388 -0.925 -0.33
C -0.581 -0.805 -2.063 0.06
C -1.393 3.168 0.872 -0.03
C -1.522 -1.753 2.303 -0.01
H -0.105 -0.237 -2.819 0.08
H -1.836 3.622 1.846 0.13
H 2.974 -0.165 -2.070 0.02
H 2.832 -1.264 -0.733 0.12
H -2.100 0.499 -0.211 0.20
H -1.665 -0.719 -1.930 0.10
H -1.745 -2.019 0.151 0.10
C 2.307 -0.613 -1.512 -0.04
H -0.599 3.709 0.432 0.06
H 0.480 2.021 -2.202 0.11



Entry 3:
23
Properties=species:S:1:pos:R:3:lowdin_charge:R:1 method="wB97M-V/def2-TZVPD" homo_ev=-9.599 e_above_lowest_kj_mol=225.5 multiplicity=1 charge=0
H 0.871 1.546 2.197 0.09
C 0.650 1.315 0.070 -0.47
C -0.284 1.213 -1.077 0.01
H -1.314 1.488 -0.905 0.11
H -0.813 1.595 1.618 0.07
C 0.178 -0.079 -0.416 -0.32
H -2.948 -0.970 -1.531 0.07
H 0.279 2.966 1.363 0.09
H -2.886 -0.650 -0.779 0.05
H 1.851 -1.463 -0.436 0.08
C -0.893 -0.814 0.315 -0.41
O 1.950 1.688 -0.286 0.02
H -1.224 -2.548 1.545 0.08
H 0.765 -1.600 -1.826 0.09
C -0.477 -2.164 0.862 -0.01
H 0.099 1.406 -2.068 0.12
H -0.306 -2.861 0.042 0.08
O -1.830 -0.212 0.866 -0.03
H 0.458 -2.113 1.420 0.09
C 0.209 1.880 1.397 0.01
C 1.229 -0.900 -1.132 -0.03
H 1.890 -0.246 -1.695 0.08
H 2.545 1.521 0.454 0.11